Record 1
Density functional theory data (wB97M-V/def2-TZVPD) for a 15-piece molecular cluster, C78H194B2F8N12O28 overall at a distorted geometry.

Cartesian coordinates (Å):
C (-0.06453, -0.84461, -2.58820)
C (-1.06082, -1.45040, -1.83673)
C (-1.48335, -0.89905, -0.49356)
O (-2.23306, -1.56094, 0.33681)
C (-0.92830, 0.18005, 0.04523)
C (0.01393, 1.03931, -0.77155)
C (0.55093, 0.41139, -2.15693)
O (1.44900, 0.97863, -2.83530)
O (0.22156, 2.26591, -0.51270)
O (-1.41828, -2.64953, -2.29916)
H (0.14564, -1.27587, -3.55580)
H (-1.28374, 0.60851, 0.97070)
C (1.86120, -3.34725, 4.04350)
O (1.92270, -4.75560, 3.91921)
C (1.17170, -5.56074, 4.92256)
C (1.90415, -5.63805, 6.26426)
N (3.23283, -6.22863, 5.96740)
H (3.04976, -7.16445, 5.63448)
H (3.68314, -5.61935, 5.29951)
C (4.28755, -6.38183, 7.14978)
C (5.68277, -6.87568, 6.73274)
O (5.57407, -8.09543, 5.97752)
C (6.44394, -9.13247, 6.38223)
H (0.89905, -2.96859, 3.69852)
H (2.59273, -2.97528, 3.32613)
H (2.06711, -3.03534, 5.06741)
H (1.06213, -6.51168, 4.40121)
H (0.13496, -5.23464, 5.00592)
H (1.48157, -6.39862, 6.92081)
H (1.99375, -4.72055, 6.84584)
H (3.77479, -7.01966, 7.86974)
H (4.28268, -5.35838, 7.52477)
H (6.31822, -7.01000, 7.60810)
H (6.21732, -6.07515, 6.22134)
H (6.38521, -9.86629, 5.57840)
H (6.22938, -9.63276, 7.32658)
H (7.45598, -8.74351, 6.49442)
C (-4.72182, -3.23383, 6.65992)
O (-4.45519, -2.88633, 5.32427)
C (-3.19743, -3.43520, 4.84417)
C (-2.86242, -2.96483, 3.35439)
N (-3.24215, -1.44839, 3.14550)
H (-3.19219, -1.14983, 2.18193)
H (-4.23218, -1.36597, 3.32756)
C (-2.56834, -0.42191, 4.01219)
C (-3.43974, 0.84290, 3.93173)
O (-4.78468, 0.51211, 4.19128)
C (-5.85625, 1.28693, 3.44486)
H (-4.31206, -2.57295, 7.42375)
H (-4.52054, -4.27560, 6.90945)
H (-5.80937, -3.28532, 6.71189)
H (-3.28407, -4.52019, 4.78578)
H (-2.45638, -3.11685, 5.57738)
H (-3.46290, -3.38614, 2.54815)
H (-1.82171, -3.07287, 3.04886)
H (-1.57070, -0.24660, 3.60959)
H (-2.47888, -0.83839, 5.01551)
H (-3.33591, 1.34668, 2.97072)
H (-3.03371, 1.48776, 4.71109)
H (-6.85049, 0.89355, 3.65661)
H (-5.71390, 1.23054, 2.36567)
H (-5.86716, 2.36708, 3.59058)
C (2.37382, -0.40949, 1.48368)
O (3.50678, 0.17822, 2.07938)
C (4.66526, 0.02618, 1.26106)
C (5.91033, 0.48823, 1.94537)
N (6.04363, -0.15329, 3.28774)
H (5.28742, 0.16163, 3.87856)
H (5.92393, -1.15552, 3.25136)
C (7.46336, 0.12990, 3.95663)
C (7.27489, 0.00058, 5.46683)
O (6.29203, 1.00704, 5.88921)
C (6.15786, 0.81011, 7.29267)
H (2.46200, -1.47392, 1.26615)
H (2.18902, 0.02557, 0.50150)
H (1.44544, -0.22124, 2.02292)
H (4.54718, 0.72629, 0.43402)
H (4.77912, -0.98718, 0.87607)
H (5.82455, 1.56584, 2.08508)
H (6.75743, 0.22896, 1.31032)
H (7.61215, 1.16344, 3.64396)
H (8.13454, -0.58860, 3.48612)
H (8.20171, 0.12779, 6.02622)
H (6.91641, -1.01031, 5.66100)
H (7.00791, 1.09647, 7.91196)
H (5.78310, -0.15728, 7.62702)
H (5.32403, 1.45573, 7.56834)
C (11.84695, -1.01289, -3.83484)
O (10.94293, -0.01764, -3.50936)
C (9.96596, -0.42353, -2.56076)
C (8.86953, 0.65125, -2.54816)
N (8.29369, 0.76851, -3.99670)
H (9.04678, 1.00686, -4.62610)
H (7.93467, -0.14926, -4.21783)
C (7.12500, 1.81139, -4.12409)
C (5.90537, 1.22626, -3.33694)
O (5.58156, -0.09789, -3.68512)
C (4.78478, -0.73689, -2.72354)
H (11.36092, -1.98678, -3.89335)
H (12.61711, -1.11377, -3.07014)
H (12.31218, -0.89830, -4.81389)
H (10.43139, -0.60867, -1.59267)
H (9.50791, -1.34796, -2.91252)
H (9.14189, 1.69068, -2.36513)
H (7.98609, 0.29393, -2.01908)
H (6.88743, 1.90701, -5.18357)
H (7.47307, 2.76980, -3.73888)
H (5.06304, 1.81666, -3.69753)
H (5.97942, 1.45462, -2.27371)
H (3.72897, -0.46978, -2.67873)
H (5.19650, -0.80812, -1.71681)
H (4.57380, -1.75822, -3.04055)
C (-8.82672, 8.07460, -3.70903)
O (-8.57299, 6.64758, -3.74730)
C (-8.00463, 6.22450, -4.94783)
C (-7.92329, 4.60193, -5.00455)
N (-6.92904, 4.07422, -4.04542)
H (-7.03419, 3.06977, -4.03567)
H (-6.00207, 4.27206, -4.39426)
C (-6.97005, 4.43377, -2.55234)
C (-6.12431, 3.46595, -1.69321)
O (-4.84987, 3.33260, -2.24773)
C (-4.21132, 2.07337, -2.11505)
H (-7.98005, 8.69608, -4.00063)
H (-9.12403, 8.36695, -2.70193)
H (-9.62620, 8.45411, -4.34534)
H (-7.02928, 6.65688, -5.17112)
H (-8.55058, 6.54279, -5.83593)
H (-7.64078, 4.12438, -5.94276)
H (-8.90372, 4.21981, -4.72020)
H (-8.02153, 4.51616, -2.27722)
H (-6.64781, 5.47504, -2.55769)
H (-6.61402, 2.49672, -1.59901)
H (-5.93225, 3.76705, -0.66338)
H (-4.19943, 1.69582, -1.09260)
H (-3.20877, 2.11039, -2.54122)
H (-4.74038, 1.25325, -2.60043)
C (-2.85924, -1.06866, -5.70519)
O (-4.22194, -1.30957, -6.12385)
C (-5.04090, -0.23502, -5.99457)
C (-6.39081, -0.57700, -6.77841)
N (-7.44642, -1.29053, -5.96521)
H (-7.67883, -0.85220, -5.08546)
H (-8.27508, -1.15872, -6.52739)
C (-7.15345, -2.80478, -5.82579)
C (-8.12834, -3.55737, -4.93604)
O (-7.95975, -3.01425, -3.65295)
C (-8.79976, -3.69007, -2.62933)
H (-2.32964, -0.37989, -6.36338)
H (-2.33303, -1.98082, -5.98655)
H (-2.68916, -0.89211, -4.64311)
H (-4.85076, 0.72045, -6.48348)
H (-5.19080, 0.07505, -4.96041)
H (-6.11729, -1.26364, -7.57954)
H (-6.93456, 0.29146, -7.15016)
H (-6.13258, -2.92484, -5.46313)
H (-7.29927, -3.13556, -6.85410)
H (-7.76385, -4.58458, -4.92768)
H (-9.14777, -3.54980, -5.32181)
H (-8.32900, -4.60557, -2.27104)
H (-9.77952, -3.87955, -3.06778)
H (-8.91107, -3.15176, -1.68809)
C (2.97566, -0.10959, 5.57419)
O (3.49095, 1.23786, 5.36701)
C (2.52368, 2.20549, 4.97749)
C (1.48810, 2.54632, 6.09083)
N (2.23752, 3.22434, 7.21818)
H (3.00281, 2.56948, 7.29297)
H (2.61948, 4.13611, 7.01109)
C (1.43462, 3.10922, 8.58092)
C (2.32468, 2.98490, 9.77772)
O (3.29684, 1.95540, 9.50532)
C (4.39804, 2.09293, 10.36869)
H (2.35834, -0.11433, 6.47252)
H (3.82798, -0.74290, 5.82029)
H (2.34206, -0.49540, 4.77555)
H (2.00697, 1.93339, 4.05712)
H (3.15286, 3.06409, 4.74288)
H (1.04162, 1.63714, 6.49350)
H (0.69746, 3.13722, 5.62841)
H (0.81565, 2.21329, 8.53299)
H (0.77112, 3.97042, 8.65978)
H (1.76361, 2.69942, 10.66755)
H (2.73567, 3.98170, 9.93765)
H (4.20293, 2.16376, 11.43874)
H (4.97522, 3.00812, 10.23680)
H (5.08536, 1.28019, 10.13384)
C (3.81087, 4.99704, 2.14313)
O (3.19115, 4.75364, 0.89133)
C (3.55959, 3.51286, 0.31259)
C (3.35778, 3.50975, -1.15769)
N (1.90643, 3.77944, -1.66377)
H (1.87601, 3.79441, -2.67320)
H (1.15738, 3.27980, -1.20617)
C (1.33076, 5.12362, -1.27000)
C (0.00050, 5.36219, -1.92718)
O (0.02007, 5.06178, -3.30328)
C (-1.20005, 5.33147, -3.90830)
H (3.48494, 4.30192, 2.91687)
H (3.50825, 5.99630, 2.45619)
H (4.89739, 5.03292, 2.06384)
H (2.93156, 2.70471, 0.68752)
H (4.61759, 3.35095, 0.51881)
H (3.63533, 2.54077, -1.57260)
H (4.02444, 4.19687, -1.67877)
H (2.05977, 5.91176, -1.45839)
H (1.14398, 5.05079, -0.19859)
H (-0.14240, 6.43333, -1.78452)
H (-0.79068, 4.81004, -1.41998)
H (-1.16368, 5.05396, -4.96176)
H (-1.42265, 6.39847, -3.91346)
H (-2.07359, 4.82572, -3.49689)
C (-7.49701, -6.73544, 0.44092)
O (-6.12540, -6.59782, 0.03258)
C (-5.28437, -5.66583, 0.75952)
C (-4.45727, -4.69407, -0.11702)
N (-5.54618, -3.77846, -0.79312)
H (-6.28281, -4.34737, -1.18533)
H (-6.09242, -3.22523, -0.14840)
C (-4.89251, -2.93091, -1.92257)
C (-4.45145, -3.87583, -3.06811)
O (-5.49680, -4.79435, -3.38122)
C (-5.19907, -5.72350, -4.40051)
H (-7.67317, -7.13054, 1.44141)
H (-7.96362, -7.39344, -0.29217)
H (-8.10858, -5.83473, 0.38815)
H (-4.50482, -6.25474, 1.24283)
H (-5.82853, -5.16594, 1.56083)
H (-3.77093, -5.19583, -0.79913)
H (-3.81866, -4.08737, 0.52500)
H (-4.17635, -2.29358, -1.40390)
H (-5.71619, -2.30843, -2.27213)
H (-3.53975, -4.45363, -2.91626)
H (-4.22914, -3.18933, -3.88506)
H (-5.95508, -6.50157, -4.50606)
H (-4.23877, -6.21088, -4.23203)
H (-5.01694, -5.31291, -5.39366)
C (4.51363, -1.28122, -6.87357)
O (3.47453, -0.22940, -6.70190)
C (2.57967, -0.52146, -5.68589)
C (1.36785, 0.35725, -5.89562)
N (1.71176, 1.75827, -5.47036)
H (1.69527, 1.71800, -4.46129)
H (2.67553, 1.96118, -5.69413)
C (0.60224, 2.71758, -5.92751)
C (0.98829, 3.42632, -7.27400)
O (0.93672, 2.60043, -8.43497)
C (-0.30366, 1.95075, -8.67392)
H (4.15480, -2.24299, -7.24009)
H (5.13735, -1.44272, -5.99438)
H (5.16462, -0.89453, -7.65766)
H (3.20519, -0.40079, -4.80144)
H (2.34065, -1.57574, -5.82545)
H (0.52963, -0.06724, -5.34310)
H (1.13394, 0.39046, -6.95971)
H (0.58079, 3.54024, -5.21278)
H (-0.39030, 2.26816, -5.89601)
H (2.00562, 3.81753, -7.26388)
H (0.26309, 4.20977, -7.49398)
H (-0.08430, 1.39985, -9.58852)
H (-1.13752, 2.61932, -8.88788)
H (-0.59917, 1.25009, -7.89298)
C (2.70715, -5.64867, -5.46019)
O (2.00459, -5.61895, -4.21254)
C (0.62559, -6.05086, -4.27909)
C (-0.09485, -6.09216, -2.88277)
N (0.58705, -5.12742, -1.93394)
H (1.57378, -5.08356, -2.14498)
H (0.32852, -4.18484, -2.18849)
C (0.39221, -5.32012, -0.44475)
C (1.10016, -4.00882, 0.13285)
O (2.39220, -3.71049, -0.41912)
C (3.49848, -4.31245, 0.26758)
H (3.77892, -5.67599, -5.26354)
H (2.49368, -4.86192, -6.18376)
H (2.48865, -6.57577, -5.99014)
H (0.50460, -7.01966, -4.76375)
H (0.09427, -5.35229, -4.92547)
H (-0.01334, -7.02383, -2.32290)
H (-1.13736, -5.80836, -3.02675)
H (0.95078, -6.21270, -0.16297)
H (-0.66784, -5.42928, -0.21568)
H (1.04326, -4.09441, 1.21800)
H (0.50346, -3.12034, -0.07368)
H (4.47998, -4.07480, -0.14265)
H (3.36321, -5.39279, 0.21610)
H (3.51532, -3.94772, 1.29460)
C (-1.72072, 9.41041, 5.51552)
O (-1.18569, 8.06951, 5.41825)
C (-0.06998, 8.06263, 4.54458)
C (0.31916, 6.67603, 4.17443)
N (-0.79968, 5.99643, 3.32833)
H (-1.63091, 5.88186, 3.89049)
H (-1.07003, 6.55550, 2.53182)
C (-0.41636, 4.52913, 2.84732)
C (-1.46471, 4.03883, 1.90199)
O (-1.60474, 4.96683, 0.79577)
C (-2.78846, 4.74766, 0.02175)
H (-2.64168, 9.41401, 6.09855)
H (-1.84450, 9.95922, 4.58192)
H (-0.99604, 10.03051, 6.04315)
H (0.81879, 8.43164, 5.05647)
H (-0.20867, 8.70766, 3.67693)
H (0.55039, 6.06628, 5.04783)
H (1.25075, 6.69047, 3.60873)
H (-0.37416, 4.00868, 3.80412)
H (0.57595, 4.51207, 2.39663)
H (-2.38471, 4.08455, 2.48475)
H (-1.29609, 3.02962, 1.52629)
H (-2.88396, 3.70450, -0.27959)
H (-2.71389, 5.25380, -0.94072)
H (-3.71300, 5.12908, 0.45514)
B (3.87133, 4.70399, -4.98101)
F (4.78418, 4.57283, -3.93215)
F (3.84701, 3.52047, -5.63140)
F (2.60677, 4.91377, -4.50627)
F (4.09913, 5.78649, -5.85309)
B (-6.98334, -2.20897, 1.74393)
F (-5.74074, -1.86517, 1.22944)
F (-7.79234, -1.14052, 1.83883)
F (-7.53930, -3.08939, 0.86097)
F (-6.90082, -2.86119, 2.97215)

Summary:
HOMO-LUMO gap: 6.8 eV
HOMO energy: -20.3 eV
max |F|: 7.2 eV Å⁻¹
charge: +8
calculated total energy: -6697.3191 a.u.

Atom charges from the Mulliken analysis, given in e for atoms 1 to 2: -0.883 0.104

Record 2
Density functional theory data (wB97M-V/def2-TZVPD) for LiN4O12 as an isolated structure.

Cartesian coordinates (Å):
Li (0.00464, -0.05688, -0.03974)
N (-0.61762, -3.26063, 0.14280)
O (0.45416, -3.87481, 0.33475)
O (-1.68907, -3.89986, 0.03041)
O (-0.62715, -2.01549, 0.06174)
N (1.14545, 0.44852, 2.99637)
O (2.33446, 0.65189, 3.33448)
O (0.87918, 0.10892, 1.83140)
O (0.22954, 0.59606, 3.83920)
N (-2.26890, 2.19735, -0.73875)
O (-2.14705, 3.25176, -1.39379)
O (-1.26735, 1.47952, -0.52774)
O (-3.38520, 1.86371, -0.28648)
N (1.73118, 0.63605, -2.39819)
O (1.62153, 0.18407, -1.23081)
O (0.87607, 0.35989, -3.25977)
O (2.72612, 1.32993, -2.69588)

Summary:
HOMO-LUMO gap: 8.0 eV
energy above the lowest of the compared OMol25 structures with the same formula, charge and spin: 0.0 kJ/mol
HOMO energy: 0.0 eV
max |F|: 0.4 eV Å⁻¹
charge: -3
calculated total energy: -1129.0594 a.u.

Atom charges from the natural (NBO) analysis, given in e for atoms 1 to 2: 0.901 0.721